(1)
Density functional theory data (ωB97M-V/def2-TZVPD) for C2H7NO2S as an isolated structure.

Element x y z (Å)
C1 -0.25727 -2.42146 0.31016
C2 -0.08492 2.05401 0.01459
N1 -1.35134 -1.62557 -0.13156
O1 -3.67365 0.57769 0.12194
O2 -0.15431 0.67474 0.27414
S1 -1.53263 -0.13579 -0.15978
H1 -0.44842 -3.44709 -0.00978
H2 -0.17027 -2.41452 1.39942
H3 0.68560 -2.06919 -0.11896
H4 -0.44277 2.27675 -0.99639
H5 0.96866 2.33945 0.09210
H6 -0.67661 2.61535 0.74157
H7 -1.46877 0.23655 -1.54633

Computed properties:
- Gap between HOMO and LUMO (alpha / beta): 8.120 / 7.230 eV
- Energy above the lowest of the compared OMol25 structures with the same formula, charge and spin: 195.7 kcal per mole

=====

(2)
Density functional theory data (ωB97M-V/def2-TZVPD) for a 2-piece molecular cluster, CHN3O2 overall.

Element x y z (Å)
N1 -2.61266 -0.50365 0.56471
N2 -1.68110 -0.90561 0.10489
O1 -0.74901 -1.31874 -0.40377
N3 1.22239 0.02317 0.30261
C1 1.13880 1.02426 -0.35525
O2 0.83363 1.77050 -1.20315
H1 1.84795 -0.08992 0.98997

Computed properties:
- Gap between HOMO and LUMO: 11.787 eV
- SMILES string: N#[N+][O-].N=C=O
- Energy above the lowest of the compared OMol25 structures with the same formula, charge and spin: 29.6 kcal per mole

=====

(3)
Density functional theory data (ωB97M-V/def2-TZVPD) for a 5-piece molecular cluster, C23H38BF3N2O14PS overall.

Element x y z (Å)
C1 1.33988 0.89256 4.68846
B1 2.14837 -0.24484 3.92320
O1 2.94870 -1.05553 4.65961
C2 2.10430 -0.43351 2.31435
C3 3.55018 0.06843 1.96288
O2 3.99409 0.88852 2.81468
O3 4.12338 -0.31075 0.93037
N1 1.02003 0.40544 1.76281
C4 -0.32025 -0.14628 1.89892
C5 -1.41999 0.88953 2.33000
O4 -0.96398 2.22392 2.32635
C6 -2.12386 0.48723 3.60296
N2 -3.48042 1.13518 3.67192
C7 1.25147 0.93035 0.48257
F1 2.02491 2.01306 0.50358
F2 0.08929 1.35252 -0.09504
F3 1.74685 0.05545 -0.40258
P1 1.95676 -2.25368 1.93639
O5 1.16194 -2.53910 0.57451
O6 3.37159 -2.95801 1.71238
S1 1.02713 -3.27124 3.34655
H1 2.03502 1.31483 5.41243
H2 1.06949 1.71150 4.02586
H3 0.51015 0.50591 5.27133
H4 2.97607 -0.71786 5.55862
H5 -0.36184 -0.93740 2.64454
H6 -0.65802 -0.62036 0.97850
H7 -2.17902 0.83494 1.54804
H8 -0.89604 2.52287 3.23520
H9 -1.58150 0.77804 4.50466
H10 -2.29931 -0.58413 3.65502
H11 -4.08119 0.47669 4.15502
H12 -3.40438 1.89452 4.33879
H13 0.30686 -2.91188 0.80804
H14 3.79354 -2.98493 2.58089
O7 1.70241 -0.27464 7.21477
C8 2.20956 0.21557 8.17877
O8 3.49957 0.62441 8.20120
C9 3.85423 1.06937 9.51938
C10 2.53434 1.42790 10.18753
C11 1.57053 0.43960 9.53524
H15 4.37233 0.25543 10.03158
H16 4.52766 1.91939 9.44100
H17 2.57069 1.36315 11.27365
H18 2.25000 2.44703 9.92136
H19 1.53541 -0.51222 10.06677
H20 0.56976 0.84778 9.42805
O9 2.23660 5.41072 -5.01003
C12 1.74661 4.67400 -4.20330
O10 0.48930 4.83684 -3.72779
C13 0.22204 3.86134 -2.69550
C14 1.20587 2.73613 -2.95377
C15 2.40298 3.47973 -3.53607
H21 0.37624 4.33176 -1.72293
H22 -0.81303 3.53584 -2.76631
H23 1.43665 2.15713 -2.06521
H24 0.79928 2.05435 -3.70289
H25 3.07958 3.83757 -2.75886
H26 2.94735 2.88289 -4.26228
O11 -2.66316 0.13942 -5.02072
C16 -1.83737 -0.09346 -5.84849
O12 -2.03286 -0.99483 -6.85012
C17 -0.82554 -1.13772 -7.62199
C18 -0.03919 0.14077 -7.37471
C19 -0.44308 0.49233 -5.94526
H27 -0.29404 -2.02615 -7.27329
H28 -1.08450 -1.27031 -8.67007
H29 1.03291 0.01873 -7.51527
H30 -0.37961 0.92304 -8.05481
H31 0.19667 0.00420 -5.20831
H32 -0.46086 1.56564 -5.77868
O13 -5.73287 -5.30435 -9.43141
C20 -5.26842 -4.82258 -8.44084
O14 -3.98344 -4.40650 -8.35422
C21 -3.69316 -3.97579 -7.00909
C22 -5.04264 -3.63427 -6.39981
C23 -5.96858 -4.61904 -7.10985
H33 -3.19538 -4.79414 -6.48303
H34 -3.02783 -3.11829 -7.03728
H35 -5.05606 -3.71363 -5.31489
H36 -5.31938 -2.61282 -6.66416
H37 -6.02178 -5.57804 -6.59236
H38 -6.96596 -4.21525 -7.25748

Computed properties:
- Charge: -1
- Gap between HOMO and LUMO: 7.148 eV

=====

(4)
Density functional theory data (ωB97M-V/def2-TZVPD) for C3H6I2O2 as an isolated structure.

Element x y z (Å)
C1 -0.01484 0.39056 1.72685
C2 -0.66484 -0.12739 -1.01406
C3 0.72336 -0.03347 0.45357
O1 -0.95334 -1.37530 -1.27480
O2 -0.22753 0.59825 -2.07526
I1 1.38631 -2.20418 0.35672
I2 2.19403 1.36856 -0.00101
H1 0.70868 0.18573 2.55653
H2 -0.81697 -0.35770 1.71268
H3 -0.32888 1.44519 1.66318
H4 -1.46747 0.24682 -0.35841
H5 -0.31489 -1.61751 -1.87544
H6 -0.22361 1.48043 -1.87056

Computed properties:
- Gap between HOMO and LUMO: 8.654 eV
- Energy above the lowest of the compared OMol25 structures with the same formula, charge and spin: 2.6 kcal per mole

=====

(5)
Density functional theory data (ωB97M-V/def2-TZVPD) for C8H24BeO8 as an isolated structure.

Element x y z (Å)
Be1 -0.00842 -0.06665 -0.15930
C1 -3.33724 0.47456 3.68391
C2 -3.68427 1.88735 3.15176
O1 -2.73671 2.37191 2.28042
O2 -3.02422 -0.49739 2.73261
H1 -4.18782 0.13587 4.27546
H2 -2.60960 0.52004 4.49419
H3 -3.70797 2.68451 3.89478
H4 -4.66034 1.86164 2.66726
H5 -2.54423 3.29831 2.44273
H6 -2.86242 -1.27066 3.27804
C3 -1.73338 -2.07981 -4.31178
C4 -2.93476 -1.17027 -4.03496
O3 -2.55238 -0.01487 -3.31041
O4 -1.41290 -2.51430 -3.01969
H7 -0.87723 -1.52676 -4.69811
H8 -2.05212 -2.90897 -4.94345
H9 -3.79741 -1.57884 -3.50866
H10 -3.41848 -0.82738 -4.94959
H11 -3.25543 0.63879 -3.31782
H12 -1.63258 -3.44864 -3.03851
C5 1.90631 3.73659 -1.09261
C6 2.73063 3.43739 0.22902
O5 2.00888 2.75193 1.18205
O6 1.87475 2.57149 -1.95229
H13 2.27270 4.53942 -1.73238
H14 0.88587 3.89848 -0.74536
H15 3.04054 4.41398 0.60095
H16 3.61492 2.86224 -0.04547
H17 2.34250 2.88190 2.07278
H18 2.37949 2.78456 -2.74061
C7 3.42059 -3.03389 1.83838
C8 3.62374 -3.23433 0.31543
O7 3.57630 -1.95338 -0.28708
O8 2.05939 -2.73167 2.04664
H19 3.97784 -2.18379 2.23199
H20 3.70193 -3.87115 2.47710
H21 2.81235 -3.91333 0.05330
H22 4.60832 -3.63365 0.07202
H23 4.49048 -1.71082 -0.45151
H24 1.70255 -3.58029 2.31888

Computed properties:
- Charge: +2
- Gap between HOMO and LUMO: 2.786 eV
- Energy above the lowest of the compared OMol25 structures with the same formula, charge and spin: 0.0 kcal per mole